a) 6
Properties=species:S:1:pos:R:3:mulliken_charge:R:1 method="wB97M-V/def2-TZVPD" lumo_energy_ev="-0.652 / -0.662" molar_mass_g_mol=79.5 charge=0 homo_ev="-9.133 / -8.800" homo_lumo_gap_ev="8.4804 / 8.1382"
C 0.561 0.336 -0.283 -0.120
N -0.189 -0.748 0.281 0.076
O -0.771 -0.661 1.313 -0.466
Cl 0.979 1.481 0.867 -0.100
H 0.450 0.422 -1.317 0.346
H -1.030 -0.830 -0.862 0.264

b) 6
Properties=species:S:1:pos:R:3:mulliken_charge:R:1 method="wB97M-V/def2-TZVPD" smiles="O=NCCl" lumo_energy_ev=-1.546 molar_mass_g_mol=79.5 charge=0 homo_ev=-10.568 homo_lumo_gap_ev=9.0212
O 0.162 1.813 0.694 -0.268
N 0.731 0.712 0.142 -0.055
C -0.130 -0.281 -0.130 -0.131
Cl 0.497 -1.861 0.448 -0.136
H -0.019 -0.203 -1.318 0.238
H -1.240 -0.182 0.164 0.352

Pick b): it beats the second-best structure by 1.487 eV.

a) 14
Properties=species:S:1:pos:R:3:mulliken_charge:R:1 method="wB97M-V/def2-TZVPD" smiles="Cc1cc[nH]c1N=O" lumo_energy_ev=-0.585 molar_mass_g_mol=110.1 charge=0 homo_ev=-9.011 homo_lumo_gap_ev=8.4255
C 1.009 -1.785 0.090 -1.069
C 0.461 -0.417 -0.067 0.873
C 1.131 0.869 -0.053 -0.692
C 0.167 1.803 0.018 -0.228
N -1.054 1.289 0.141 -0.026
C -0.883 -0.103 0.156 -0.015
N -1.973 -0.938 0.043 -0.166
O -3.023 -0.245 -0.164 -0.413
H 2.118 -1.652 -0.237 0.263
H 0.625 -2.442 -0.684 0.344
H 0.745 -2.337 0.960 0.299
H 2.205 1.132 -0.454 0.249
H 0.324 2.938 -0.092 0.324
H -1.852 1.888 0.343 0.256

b) 14
Properties=species:S:1:pos:R:3:mulliken_charge:R:1 method="wB97M-V/def2-TZVPD" lumo_energy_ev=-1.035 molar_mass_g_mol=110.1 charge=0 homo_ev=-10.506 homo_lumo_gap_ev=9.4708
C -0.038 2.275 -0.239 -1.345
C -0.205 0.821 -0.191 1.154
C -0.944 -1.136 -0.019 0.290
C 0.939 -0.157 0.118 0.595
C 2.196 0.554 0.247 -0.967
H 0.525 2.732 -1.158 0.317
H 0.458 2.650 0.638 0.380
H -1.116 2.649 -0.293 0.325
H 2.922 -0.261 -0.157 0.377
H 2.395 0.671 1.644 0.252
H 2.368 1.781 -0.395 0.243
N -1.330 0.217 -0.158 -0.590
N 0.528 -1.328 0.216 -0.593
O -1.705 -2.074 -0.023 -0.439

Pick a): it beats the second-best structure by 0.174 eV.

a) 27
Properties=species:S:1:pos:R:3:mulliken_charge:R:1 method="wB97M-V/def2-TZVPD" smiles=Cc1ccc(O)cc1.CCC lumo_energy_ev=0.858 molar_mass_g_mol=152.2 charge=0 homo_ev=-8.375 homo_lumo_gap_ev=9.2330
C -2.123 1.951 -1.552 -1.513
C -0.898 1.143 -1.806 0.423
C -0.812 0.143 -2.785 -0.249
C 0.251 -0.731 -2.879 -0.821
C 1.262 -0.608 -1.929 0.972
O 2.273 -1.531 -2.113 -0.564
C 1.342 0.453 -1.050 -0.956
C 0.193 1.257 -0.978 -0.199
H -3.105 1.563 -1.828 0.363
H -2.067 2.823 -2.229 0.319
H -2.246 2.336 -0.542 0.332
H -1.524 0.195 -3.611 0.317
H 0.262 -1.446 -3.673 0.446
H 2.950 -1.520 -1.435 0.318
H 2.179 0.614 -0.404 0.486
H 0.151 1.947 -0.136 0.309
C 1.483 -0.724 2.422 -0.857
C 0.138 -0.563 3.205 -0.281
C -1.109 -1.016 2.400 -0.904
H 2.071 0.183 2.460 0.284
H 1.300 -1.011 1.395 0.079
H 2.013 -1.480 2.963 0.357
H 0.133 -1.139 4.126 0.333
H 0.078 0.504 3.400 0.228
H -1.426 -2.010 2.700 0.325
H -1.890 -0.267 2.530 0.252
H -0.879 -1.064 1.349 0.200

b) 27
Properties=species:S:1:pos:R:3:mulliken_charge:R:1 method="wB97M-V/def2-TZVPD" smiles=CCc1ccc(O)cc1.CC lumo_energy_ev=0.880 molar_mass_g_mol=152.2 charge=0 homo_ev=-8.848 homo_lumo_gap_ev=9.7280
C -1.682 0.750 -3.623 -1.038
C -0.960 -0.503 -3.113 -0.909
C -0.947 -0.557 -1.600 0.763
C -1.688 -1.485 -0.905 -0.608
C -1.744 -1.449 0.497 -0.411
C -1.005 -0.535 1.200 0.176
O -0.914 -0.555 2.574 -0.580
C -0.172 0.327 0.488 -0.164
C -0.163 0.359 -0.883 -0.790
H -2.758 0.607 -3.573 0.292
H -1.529 0.882 -4.692 0.320
H -1.345 1.626 -3.082 0.346
H -1.447 -1.379 -3.532 0.357
H 0.079 -0.489 -3.473 0.332
H -2.204 -2.286 -1.418 0.318
H -2.506 -2.071 0.945 0.373
H -1.594 -0.053 3.034 0.323
H 0.459 0.980 1.070 0.457
H 0.436 1.052 -1.453 0.409
C 2.234 0.252 3.135 -0.573
C 3.197 0.985 2.218 -0.905
H 2.473 -0.808 3.181 0.233
H 2.230 0.614 4.163 0.320
H 1.181 0.212 2.861 0.058
H 4.204 0.964 2.635 0.341
H 2.945 2.035 2.109 0.283
H 3.221 0.526 1.235 0.278

Pick b): it beats the second-best structure by 0.330 eV.

a) 9
Properties=species:S:1:pos:R:3:mulliken_charge:R:1 method="wB97M-V/def2-TZVPD" smiles="C=C=[S@H](=O)S" lumo_energy_ev="-0.508 / -0.507" molar_mass_g_mol=108.2 charge=0 homo_ev="-9.548 / -9.549" homo_lumo_gap_ev="9.0410 / 9.0415"
C 1.752 -0.266 0.155 -0.569
C 0.669 0.136 0.743 -0.154
S -0.724 0.781 -0.332 0.454
O -1.514 1.894 0.169 -0.500
S -1.938 -1.055 -0.024 -0.190
H 2.353 -0.649 0.975 0.292
H 1.859 -0.177 -0.964 0.239
H -1.219 0.916 -1.722 0.219
H -1.238 -1.578 0.999 0.210

b) 9
Properties=species:S:1:pos:R:3:mulliken_charge:R:1 method="wB97M-V/def2-TZVPD" smiles="OC=S.C=S" lumo_energy_ev=-0.035 molar_mass_g_mol=108.2 charge=0 homo_ev=-8.596 homo_lumo_gap_ev=8.5613
O 2.162 0.656 -0.945 -0.425
C 0.930 0.551 -0.467 0.424
S 0.300 1.337 0.749 -0.266
H 2.538 0.013 -1.478 0.356
H 0.320 -0.272 -0.989 0.030
C -1.591 -0.478 0.896 -0.593
S -1.287 -1.410 -0.357 -0.317
H -2.289 0.233 0.838 0.369
H -1.085 -0.630 1.753 0.422

Pick b): it beats the second-best structure by 3.217 eV.

a) 9
Properties=species:S:1:pos:R:3:mulliken_charge:R:1 method="wB97M-V/def2-TZVPD" lumo_energy_ev=-0.787 molar_mass_g_mol=108.2 charge=0 homo_ev=-8.399 homo_lumo_gap_ev=7.6120
C -0.606 0.660 -0.493 -0.133
C 0.884 -0.884 1.222 -0.882
O -1.236 1.772 -2.744 -0.511
S -1.346 1.935 -1.263 0.311
S -0.700 0.209 1.110 0.010
H -0.046 -0.642 -1.540 0.210
H 0.543 -1.865 0.992 0.308
H 1.113 -0.672 2.251 0.335
H 1.394 -0.514 0.466 0.352

b) 9
Properties=species:S:1:pos:R:3:mulliken_charge:R:1 method="wB97M-V/def2-TZVPD" smiles=SC1(S)CO1 lumo_energy_ev=0.628 molar_mass_g_mol=108.2 charge=0 homo_ev=-9.165 homo_lumo_gap_ev=9.7926
S -2.021 0.260 -0.332 -0.230
C -0.380 0.019 0.047 0.365
S -0.228 -1.679 1.194 -0.305
C 0.819 0.158 -0.783 -0.186
O 0.501 0.964 0.355 -0.368
H -1.780 1.597 -0.149 0.145
H 0.686 -1.342 2.112 0.139
H 1.575 -0.645 -0.614 0.226
H 0.828 0.668 -1.829 0.214

c) 9
Properties=species:S:1:pos:R:3:mulliken_charge:R:1 method="wB97M-V/def2-TZVPD" lumo_energy_ev=-1.015 molar_mass_g_mol=108.2 charge=0 homo_ev=-8.710 homo_lumo_gap_ev=7.6946
C -0.310 -0.924 -0.778 -0.614
C -0.438 1.244 0.747 -0.604
O 1.940 -1.264 0.182 -0.465
S 1.302 -0.878 -1.068 0.447
S 0.943 1.537 1.512 -0.155
H -1.337 1.023 1.293 0.321
H -0.641 -1.449 0.059 0.374
H -0.578 1.703 -0.140 0.419
H -0.882 -0.992 -1.807 0.276

d) 9
Properties=species:S:1:pos:R:3:mulliken_charge:R:1 method="wB97M-V/def2-TZVPD" lumo_energy_ev="-2.945 / -2.946" molar_mass_g_mol=108.2 charge=0 homo_ev="-9.796 / -9.781" homo_lumo_gap_ev="6.8517 / 6.8354"
C 1.176 -0.573 -0.407 -0.435
C 0.968 0.474 0.412 -0.703
O -2.191 1.643 -0.518 -0.461
S -2.566 -1.433 -0.240 0.013
S -1.804 0.053 0.625 0.373
H 1.826 -0.528 -1.182 0.233
H 0.735 -1.482 -0.324 0.288
H 0.451 0.448 1.290 0.425
H 1.403 1.397 0.345 0.267

Pick b): it beats the second-best structure by 0.883 eV.

a) 12
Properties=species:S:1:pos:R:3:mulliken_charge:R:1 method="wB97M-V/def2-TZVPD" lumo_energy_ev=0.758 molar_mass_g_mol=69.1 charge=0 homo_ev=-8.424 homo_lumo_gap_ev=9.1810
C -0.303 -0.591 0.269 -0.170
C 1.257 -0.517 -0.048 0.371
C -2.449 -0.140 0.071 -0.799
C 2.473 0.289 -0.021 -0.701
N 0.608 -1.568 -0.397 -0.481
H -0.396 -0.749 1.412 0.135
H -2.668 0.693 0.563 0.348
H -2.648 -1.084 0.464 0.303
H -2.303 -0.076 -1.070 0.252
H 2.219 1.320 -0.437 0.253
H 3.344 -0.141 -0.654 0.266
H 2.725 0.276 1.062 0.223

b) 12
Properties=species:S:1:pos:R:3:mulliken_charge:R:1 method="wB97M-V/def2-TZVPD" lumo_energy_ev=0.097 molar_mass_g_mol=69.1 charge=0 homo_ev=-8.495 homo_lumo_gap_ev=8.5922
C 0.138 -1.415 0.763 -0.794
C 0.141 0.719 -0.323 0.522
C 0.822 0.993 -1.531 -0.836
C -1.076 1.009 0.362 -0.485
N 0.585 -0.015 0.705 -0.375
H 0.910 -2.021 1.084 0.312
H -0.146 -1.792 -0.265 0.301
H -0.744 -1.518 1.428 0.274
H 0.406 1.484 -2.327 0.341
H 1.897 0.716 -1.547 0.234
H -1.913 0.188 0.466 0.240
H -1.021 1.652 1.184 0.266

Pick b): it beats the second-best structure by 1.534 eV.